1.
This record from the Open Molecules 2025 dataset describes a single C6H12O molecule at a distorted geometry. The level of theory is ωB97M-V/def2-TZVPD.

Last column: Mulliken charge in e.
Positions of all 19 atoms, in Å:
H 2.98947 1.01888 0.51032  0.354
C -2.43703 0.56987 0.25102  -1.493
H -2.40490 1.19440 -0.63491  0.359
H 2.29880 1.15185 -1.12150  0.358
H -0.84603 -2.09117 -0.79916  0.361
H 0.14364 0.63098 1.53674  0.513
O 0.89964 -1.12178 -1.01006  -0.385
C 1.40773 -0.37974 0.08027  0.521
H -3.38478 0.07126 0.23359  0.422
C 2.59564 0.45591 -0.33570  -1.464
H 0.07708 1.30480 -0.11079  0.329
H 3.40173 -0.17686 -0.71195  0.348
C -0.53993 -1.08082 -0.87826  -0.647
H -0.91511 -0.61740 -1.77305  0.308
H 1.72965 -1.06663 0.87742  0.239
H -2.44290 1.20621 1.12168  0.350
C -1.34350 -0.42786 0.33842  0.252
C 0.16440 0.39769 0.49387  -1.073
H -1.39475 -1.00954 1.26205  0.350

Forces on the atoms, in the same order (eV/Å):
H -0.04 0.05 0.04
C -0.22 -0.05 -0.72
H 0.22 0.13 -0.19
H 0.06 0.03 -0.02
H -0.21 -1.38 -0.83
H 0.52 0.79 0.74
O -0.97 0.34 0.56
C -0.83 -0.02 0.58
H -0.74 -0.33 -0.03
C -0.06 0.12 -0.06
H -0.03 0.00 0.10
H -0.11 -0.03 -0.02
C -2.73 -1.61 -0.71
H -0.29 0.03 -0.54
H -0.12 0.00 0.02
H 0.12 0.31 0.36
C 6.93 1.10 -0.49
C -1.40 0.94 1.74
H -0.11 -0.44 -0.52

Output
2S+1 ... 1
HOMO ... -9.4 eV
Gap between HOMO and LUMO ... 0.3865 hartree
SMILES string ... C[C@H]1CO[C@@H](C)C1
Relative energy (zero: lowest compared OMol25 entry of this formula, charge and spin) ... 226.60 kJ/mol
Energy ... -310.9730 Eh

---

2.
This record from the Open Molecules 2025 dataset describes a single C3H6O3P2 molecule at a distorted geometry. The level of theory is ωB97M-V/def2-TZVPD.

Last column: Mulliken charge in e.
Positions of all 14 atoms, in Å:
C -0.23196 0.99192 -1.40537  -0.439
C -0.26966 0.77544 1.48952  -0.506
P -1.43278 0.45106 -0.03575  0.217
H -0.31008 2.06138 -1.58727  0.357
H -0.44889 0.39418 -2.27989  0.286
O 1.17125 0.78793 -1.11063  -0.318
H 0.34939 -2.39665 0.83427  0.227
H 0.28139 -2.38282 -0.96312  0.407
O -1.13160 -1.21790 -0.18834  -0.337
P 1.70394 -0.27871 0.05137  0.342
C 0.19518 -1.75090 -0.16640  -0.583
H -0.79503 0.30967 2.33525  0.332
H -0.17100 1.89373 1.53963  0.316
O 1.08985 0.36168 1.48673  -0.301

Forces on the atoms, in the same order (eV/Å):
C 0.33 -0.03 1.26
C -0.61 1.38 -0.95
P 2.29 -1.53 0.19
H -0.31 0.01 -0.24
H -0.37 0.07 -0.36
O 0.30 -0.68 0.88
H -0.38 1.37 -2.06
H 0.62 -1.51 -2.29
O -0.48 1.01 0.17
P -2.51 -0.72 -0.11
C 1.22 2.17 4.74
H 0.21 0.44 -0.06
H -0.81 -0.82 0.44
O 0.49 -1.16 -1.61

Output
2S+1 ... 1
HOMO ... -9.0 eV
Gap between HOMO and LUMO ... 0.3624 hartree
SMILES string ... C1OP2COP1CO2
Relative energy (zero: lowest compared OMol25 entry of this formula, charge and spin) ... 0.00 kJ/mol
Energy ... -1026.3174 Eh

---

3.
This record from the Open Molecules 2025 dataset describes 14 unconnected molecules or ions with the total composition C56H112O14 at a distorted geometry. The level of theory is ωB97M-V/def2-TZVPD.

Last column: Mulliken charge in e.
Positions of all 182 atoms, in Å:
H -3.95077 5.94251 -2.68625  0.272
H 1.41734 0.14732 -0.65998  -0.443
O 2.69702 -6.77894 -0.24066  -0.498
C -2.23402 -2.34478 3.93098  -0.371
H 0.24074 4.36107 0.11748  -0.353
H 7.21449 -2.87341 -1.75395  0.414
H -2.02266 -5.66689 -3.65327  0.513
H 5.26682 0.33368 -0.57455  0.311
H -2.71498 -0.71823 2.60072  -0.516
H 4.26535 -1.49877 0.37474  0.116
H -4.57632 0.46327 -4.88877  0.337
C -1.66861 3.93219 -2.23061  -0.054
H -0.86735 1.20676 1.09048  -0.452
H -0.85508 -5.43128 -2.33089  -0.643
H 0.45408 4.91182 2.48884  -0.979
C -6.30081 2.27212 1.97982  -0.881
H 0.73254 -3.25411 -2.83362  0.128
H -6.03788 0.20294 2.62495  0.236
H 2.85514 -5.46784 2.50707  0.313
C 2.34063 3.91581 0.61160  0.189
H -0.85821 4.62662 -2.47579  0.245
H -4.79181 3.89274 2.05901  0.505
C -1.32542 3.96050 3.29076  1.160
H 4.96213 -3.67204 -0.40678  -0.102
C 0.94318 -2.41674 -3.50339  1.228
H 3.67148 2.02616 2.85371  0.440
C 5.12141 -0.45526 -1.31700  0.179
H 1.55690 2.06943 -1.93913  -1.124
C 1.75800 -5.92327 -0.87349  0.191
H -2.77503 0.92032 4.39863  -0.015
H 2.33587 -2.93913 -6.23210  0.344
C 4.40971 -3.95396 2.76285  -0.302
H 5.02742 -3.32568 2.11942  -0.023
H 2.69908 4.13510 -3.57890  0.252
H -4.48083 -1.82603 -3.44738  0.290
H -4.51778 -0.72085 4.45061  0.037
C -2.95662 4.05316 -3.05735  -0.093
H 0.72992 6.62816 0.59021  0.229
H -0.18917 -1.69153 1.10888  -0.079
H -2.73926 6.18696 -0.85540  0.284
C -4.34936 -0.79487 -3.11426  0.294
H -2.81006 4.33549 -4.09702  0.523
H -6.63911 0.28104 1.00502  0.333
H -3.45458 3.08005 -3.06440  -0.361
C 4.30252 -1.62347 -0.70949  0.951
H -1.03262 -0.62841 3.11215  -0.640
C 2.36201 -2.51696 -4.08583  0.228
H -3.96725 1.37594 -1.40656  -0.752
H -1.55278 -3.91246 -0.34816  -0.317
C 5.08354 -2.85621 -1.11909  0.312
H -3.66778 4.96795 0.02762  0.178
H 6.90649 -2.30763 -0.11872  0.291
H -7.21155 2.53556 1.44121  0.318
H -4.46256 -1.05443 -0.91266  -0.083
C 1.55345 6.13311 0.06773  -0.934
H 4.98504 -4.66549 3.34913  0.459
C 2.23181 2.13548 -2.78986  1.020
H 1.24572 0.06895 1.16488  -0.728
C -3.99271 1.93880 1.67504  1.361
C -4.93816 0.98065 -1.72276  1.184
C -5.08765 0.23302 -3.95728  -0.634
H -1.83756 0.27551 -1.57111  -0.362
H 4.02442 -2.06028 3.87119  0.228
C -1.05560 5.08159 5.33926  -0.860
C -2.03761 -0.90005 3.44024  1.760
H 4.62935 -0.05208 -2.20539  -0.231
H 3.23276 2.24242 -2.35690  0.171
C 2.28300 0.95979 -3.75200  1.863
O -3.21837 -2.25933 4.95675  -0.512
H -0.79681 3.06767 2.95269  -0.644
H 1.12460 0.03741 5.06693  0.300
H 2.37142 0.99204 -5.98702  0.431
H 1.61181 6.71254 -0.85351  0.469
O -4.60635 0.73741 1.23437  -0.038
C -2.43957 -4.03798 -2.30167  0.075
H -3.46800 -3.93290 -2.66479  -0.007
H 3.73677 -5.04382 1.00673  -0.151
C -2.69802 -6.26447 -1.59381  -0.813
C 1.06394 0.99934 4.54793  0.507
C -1.91436 -5.43858 -2.59496  0.318
H 4.38406 -6.30364 -1.29907  -0.011
O -1.48217 3.88411 4.71928  -0.524
H 0.86791 -6.67705 -2.76071  0.125
C 1.96606 3.33800 -3.71466  -0.223
C -3.11280 5.15646 -0.88946  -0.434
H 4.85215 -3.19082 -2.13249  0.101
H 2.66342 3.01812 0.08027  0.212
O 3.39175 4.83255 0.80869  -0.539
C -2.46983 -0.09897 4.64915  -0.310
H 2.24686 -1.75283 2.43447  -0.749
H -6.10289 -0.12029 -4.15754  0.349
C 2.82438 2.64591 4.69449  -0.116
H 3.69140 1.77422 -5.09345  0.335
C 3.31723 -4.66430 1.93018  -0.230
H -1.84455 -3.22704 -2.71963  0.136
C -2.54568 -4.04557 -0.78759  0.435
H -3.27508 -0.59379 -3.10101  -0.293
H 3.76339 0.74440 4.04742  0.314
O -2.05921 4.19174 -0.89413  -0.020
H -2.29555 4.06577 2.80408  -0.313
H 3.07367 -1.92696 -3.50750  -0.342
H -0.56181 4.92480 6.30222  0.421
H 0.84670 2.91138 5.61752  -0.216
H 1.97332 3.55349 1.58211  -0.266
H -1.74281 -0.08101 5.46281  0.292
H -3.67738 1.79040 2.71364  -0.328
C -0.45508 5.17026 3.03057  0.838
H 3.54335 6.86546 0.64688  0.363
C 1.58863 2.13280 5.43239  -0.263
H 0.99581 5.25301 4.64259  0.069
O 6.37039 -1.00925 -1.69316  -0.538
H 2.65283 3.61964 4.23053  -0.146
H -3.12930 2.23532 1.07273  -0.879
C -5.96079 0.78202 1.69713  -0.684
C 2.26779 -2.78456 2.80022  1.253
H -1.30342 2.90782 -2.33347  -0.198
C 6.51149 -2.30862 -1.14437  -0.883
H -0.39842 1.72225 -0.53164  -0.912
H -3.23182 -3.31192 -0.37383  0.063
O 1.96501 2.85774 -5.05147  -0.519
H -1.89569 5.75868 5.52298  0.348
H 0.76849 -6.05645 -0.42840  0.290
H 0.84240 -1.51493 -2.88816  -1.112
H -0.97490 5.97662 2.51326  0.507
H 3.25291 -3.48774 4.54686  0.346
H 3.26611 -1.67524 -1.04881  -0.954
H -1.29170 -2.76508 4.28899  0.147
H -2.10603 -7.09791 -1.20284  0.388
H 2.72197 -3.54048 -3.95415  0.339
O -5.22030 1.36666 -3.07511  -0.558
H 1.99053 -4.88074 -0.62656  -0.104
O 1.85752 1.00428 3.36782  -0.092
C -0.51459 0.85501 0.12264  1.585
C -4.94533 -0.54341 -1.74277  -0.500
H 0.90986 -2.22192 -0.15207  -0.268
C 0.65733 -1.74576 -5.65097  -0.442
H 0.17199 -2.02180 -6.58768  0.449
C 0.21402 -1.42852 0.11717  -0.228
H -5.98579 -0.88591 -1.73050  0.531
C 1.80417 -6.26855 -2.38982  0.452
C 2.88292 -7.36034 -2.45875  -0.833
C 3.12611 1.55777 3.67686  -0.845
H 1.37134 -2.96171 3.40236  -0.193
C 3.55790 -3.01045 3.61055  -0.716
O -0.87866 -1.33416 -0.78199  0.138
H -2.58176 -2.96010 3.09908  0.250
H 3.71733 2.80716 5.30634  0.434
H 1.29768 0.48455 -3.77973  -0.557
H 2.97087 0.18244 -3.42043  -0.730
H -3.60380 -6.73107 -1.98938  0.319
H -5.19532 3.30479 0.45106  0.032
O -2.98089 -5.39504 -0.49429  -0.537
H -3.95309 -0.74310 6.15462  0.383
C 2.81230 6.12260 0.95734  -0.447
C 2.60797 1.58688 -5.11293  -0.981
C -1.51629 -0.08675 -0.59196  0.408
C -5.07384 3.00282 1.49096  -0.184
H 4.33969 -7.96783 -0.92052  0.429
H -5.69635 1.40137 -1.06550  -0.073
H 2.54516 6.26010 2.00993  0.183
H 0.03373 1.19518 4.25226  -0.758
C 0.75095 0.01415 0.19334  1.654
H 3.48967 -7.35283 -3.36836  0.340
C 3.67574 -7.14231 -1.17856  -0.166
H 2.02081 -5.33792 -2.91525  -0.401
H 0.43991 -0.67470 -5.54977  0.163
H 1.82611 1.81027 6.44977  0.400
C 1.24811 4.63270 -0.19285  1.433
H 2.39180 -8.33354 -2.50766  0.341
H 0.96248 3.72683 -3.53628  0.075
C 0.01023 5.66072 4.41461  -0.617
H -2.43640 -0.20277 -0.00530  -0.572
H 0.10776 6.74660 4.42152  0.468
H -4.86087 4.57321 -2.01461  0.283
O 0.05790 -2.49556 -4.59418  -0.496
O 2.37493 -3.62817 1.66829  -0.180
C -3.66875 -0.91279 5.11923  -0.372
H 2.72670 -1.23402 -5.79222  0.160
H -6.49300 2.33554 3.05019  0.316
C -3.86397 4.95754 -2.22305  -0.730
C 2.14650 -2.12375 -5.53844  -0.718
H 1.33144 4.46555 -1.26555  -0.388

Forces on the atoms, in the same order (eV/Å):
H -0.31 -0.08 -0.05
H 0.16 0.37 0.17
O -0.06 -0.73 0.93
C 0.15 0.70 -0.69
H 0.01 -0.07 -0.02
H -0.08 0.04 -0.16
H -0.04 -0.40 0.08
H -0.02 0.12 -0.12
H -0.02 0.16 0.06
H 0.03 -0.25 0.03
H -0.01 0.43 0.05
C -0.32 0.08 -0.20
H 0.01 -0.16 0.07
H 0.03 -0.21 -0.12
H -0.30 0.00 -0.43
C -0.76 -0.95 -0.18
H -0.17 0.00 -0.05
H 0.10 0.03 0.05
H -0.02 -0.17 -0.08
C -0.67 -0.54 -0.13
H -0.14 0.08 -0.42
H -0.32 0.06 0.06
C 0.36 0.30 0.52
H -0.03 -0.11 -0.14
C 0.45 -0.49 0.82
H -0.57 -0.43 -0.58
C -0.53 -0.56 0.26
H -0.30 -0.20 -0.24
C -0.37 -0.01 -0.15
H 0.26 0.04 0.14
H 0.31 0.06 0.02
C -0.94 0.18 -0.13
H 0.28 -0.38 -0.13
H 0.06 0.02 -0.07
H -0.06 0.10 -0.13
H -0.14 -0.03 0.15
C -0.40 -0.72 0.45
H 0.00 -0.20 0.19
H 0.13 -0.11 0.01
H 0.34 -0.11 0.15
C 0.11 -0.56 -0.14
H 0.04 0.30 0.08
H 0.28 0.17 -0.40
H 0.27 -0.10 -0.21
C -0.28 0.43 -0.06
H 0.08 -0.33 0.01
C -0.30 -0.61 0.65
H 0.08 0.03 -0.05
H -0.03 0.20 0.16
C 0.69 -0.15 0.02
H -0.26 0.06 -0.15
H 0.08 0.34 0.00
H 0.02 0.21 0.13
H 0.31 0.30 0.00
C -0.74 0.16 0.45
H 0.26 0.15 -0.02
C 1.35 0.48 -0.14
H 0.42 0.60 -0.29
C -0.09 0.39 -0.57
C -0.06 -0.29 0.02
C -0.18 -0.36 0.98
H 0.20 0.08 -0.05
H 0.17 -0.10 -0.07
C 0.71 0.65 0.08
C 0.19 0.02 -0.05
H 0.21 0.13 0.03
H -0.05 0.10 0.09
C -1.14 -0.79 -0.01
O -0.16 -0.50 0.37
H -0.35 -0.25 0.03
H 0.01 -0.09 -0.14
H -0.48 0.27 -0.13
H 0.59 -0.19 -0.09
O -0.13 -0.08 -0.36
C -0.64 0.46 0.08
H 0.08 -0.05 -0.30
H -0.38 -0.12 -0.19
C 0.49 -0.50 0.37
C -0.10 0.41 0.13
C 0.02 0.88 -0.03
H -0.15 0.15 -0.24
O -0.11 -0.47 0.18
H -0.13 0.22 0.05
C -0.64 -0.35 0.19
C 0.36 -0.28 -0.42
H -0.32 -0.04 0.09
H 0.50 0.16 0.03
O 0.38 -0.02 -0.38
C -0.89 0.53 0.29
H -0.28 -0.06 -0.01
H 0.03 -0.08 -0.32
C 0.72 0.15 0.45
H 0.10 -0.15 -0.40
C 0.79 0.92 0.66
H 0.08 -0.03 0.10
C 0.72 -0.92 -0.40
H 0.01 0.04 -0.05
H 0.08 0.21 0.35
O 0.05 -0.26 0.46
H -0.08 -0.24 0.02
H -0.05 0.32 -0.30
H -0.45 -0.64 0.10
H -0.07 0.02 -0.46
H -0.17 0.15 0.05
H 0.24 0.05 -0.21
H -0.07 0.43 0.08
C 0.94 0.72 0.01
H 0.11 -0.01 0.17
C 0.08 0.39 0.91
H -0.07 -0.12 0.13
O 0.52 0.09 -0.15
H -0.19 -0.20 -0.34
H 0.12 -0.64 -0.11
C 0.10 -0.15 0.57
C 0.85 0.62 -0.23
H 0.27 0.06 0.36
C -0.37 -0.26 0.31
H 0.21 0.21 0.33
H -0.15 -0.12 0.08
O -0.25 -0.26 -0.81
H -0.06 0.05 -0.23
H 0.09 -0.44 0.04
H -0.33 0.17 -0.30
H -0.05 -0.14 -0.14
H 0.32 -0.02 0.05
H 0.01 0.20 -0.05
H -0.14 -0.10 0.38
H 0.09 0.01 -0.02
H -0.05 -0.03 -0.40
O 0.26 0.32 -0.36
H 0.32 0.08 -0.41
O -0.01 0.03 -0.86
C -0.16 0.04 -1.11
C -0.38 0.04 0.07
H 0.03 0.15 -0.37
C -0.23 -0.41 0.32
H 0.17 -0.34 0.02
C -0.85 0.74 0.70
H -0.02 0.00 -0.09
C 0.03 0.23 0.56
C 0.18 0.06 -0.73
C 0.11 0.22 0.35
H -0.05 -0.22 -0.18
C -0.62 -0.15 0.94
O 0.15 -0.53 -0.56
H -0.13 -0.21 0.16
H -0.26 -0.09 0.31
H 0.00 0.03 -0.16
H 0.13 0.13 -0.20
H -0.23 0.41 -0.08
H 0.23 -0.22 -0.09
O -0.43 0.36 0.10
H -0.02 -0.13 0.04
C -0.28 -0.20 -0.49
C 1.10 0.66 1.89
C -0.47 0.14 0.43
C 0.47 0.22 0.86
H -0.67 -0.32 0.63
H -0.09 0.07 -0.08
H -0.02 0.20 0.03
H -0.03 -0.22 -0.03
C 0.21 -1.37 0.58
H 0.09 0.39 0.11
C 0.41 0.63 -1.04
H 0.19 -0.28 -0.37
H 0.31 0.03 0.34
H 0.19 -0.35 -0.19
C 0.22 0.76 0.18
H 0.04 -0.08 0.51
H 0.08 0.26 -0.01
C -0.40 0.07 -0.53
H 0.08 -0.11 0.11
H -0.14 -0.01 0.23
H 0.01 -0.22 -0.43
O -0.39 0.42 -0.11
O -0.37 -0.44 -0.59
C 0.63 -0.15 -0.67
H 0.32 -0.33 -0.25
H 0.11 0.49 -0.02
C 0.07 1.11 0.41
C -0.07 1.00 -0.67
H 0.09 -0.32 0.04

Output
2S+1 ... 1
HOMO ... -9.1 eV
Gap between HOMO and LUMO ... 0.3542 hartree
Relative energy (zero: lowest compared OMol25 entry of this formula, charge and spin) ... 16.01 kJ/mol
Energy ... -3254.0455 Eh